Model 1:
# C5H9N2S

The ion C5H9N2S with charge +1 (ωB97M-V/def2-TZVPD, OMol25).

As for the spin multiplicity: 3. For the gap between HOMO and LUMO (spin up / spin down), the calculation gives 6.1 / 6.0 eV. The expectation value of S² is 2.014. The calculation puts the HOMO energy (spin up / spin down) at -10.5 / -12.5 eV. Its total charge is +1. For the lowest unoccupied orbital energy (spin up / spin down), the calculation gives -4.44 / -6.48 eV.

Last columns: bonded neighbours and bond lengths (Å).
Element x y z (Å)
1 C -2.15 2.16 -0.39  N6 1.225, H9 1.045
2 C -2.33 -0.17 0.36  N6 1.253, N7 1.403, H10 1.045
3 C -0.15 -1.30 0.01  C4 1.494, N7 1.323, H11 0.994
4 C 0.38 -0.25 -0.91  C3 1.494, S8 1.837, H12 0.999, H13 1.030
5 C 3.00 0.28 0.42  S8 1.872, H14 1.107, H15 0.992, H16 1.016
6 N -2.16 1.05 0.12  C1 1.225, C2 1.253
7 N -1.39 -1.21 0.47  C2 1.403, C3 1.323, H17 1.014
8 S 1.21 0.82 0.33  C4 1.837, C5 1.872
9 H -2.25 3.13 0.00  C1 1.045
10 H -3.24 -0.69 0.41  C2 1.045
11 H 0.42 -2.08 0.25  C3 0.994
12 H 1.05 -0.55 -1.59  C4 0.999
13 H -0.32 0.24 -1.49  C4 1.030
14 H 3.23 0.16 -0.66  C5 1.107
15 H 3.44 1.06 0.83  C5 0.992
16 H 3.00 -0.57 0.98  C5 1.016
17 H -1.74 -2.08 0.86  N7 1.014

natural (NBO) population analysis, charges in e, atoms 1 to 6: number 1, C, carries 0.370; number 2, C, carries 0.320; number 3, C, carries 0.043; number 4, C, carries -0.567; number 5, C, carries -0.636; number 6, N, carries -0.450

Model 2:
# C5H9N2S

The ion C5H9N2S with charge +1 (ωB97M-V/def2-TZVPD, OMol25).

As for the spin multiplicity: 3. For the gap between HOMO and LUMO (spin up / spin down), the calculation gives 8.1 / 6.4 eV. The expectation value of S² is 2.023. The calculation puts the HOMO energy (spin up / spin down) at -11.3 / -12.7 eV. Its total charge is +1. For the lowest unoccupied orbital energy (spin up / spin down), the calculation gives -3.17 / -6.29 eV.

Last columns: bonded neighbours and bond lengths (Å).
Element x y z (Å)
1 C 1.41 -0.63 -1.05  C2 1.357, N6 1.316, H9 1.091
2 C 0.58 -1.67 -1.33  C1 1.357, S8 1.748, H10 1.076
3 C 0.89 1.06 0.65  C4 1.529, N6 1.412, H11 1.096, H12 1.096
4 C -0.14 0.21 1.40  C3 1.529, N7 1.492, H13 1.092, H14 1.090
5 C -1.24 0.21 -0.84  N7 1.482, S8 1.712, H15 1.077
6 N 1.10 0.59 -0.66  C1 1.316, C3 1.412
7 N -1.41 0.32 0.63  C4 1.492, C5 1.482, H16 1.027, H17 1.026
8 S -1.11 -1.33 -1.59  C2 1.748, C5 1.712
9 H 2.43 -0.76 -1.42  C1 1.091
10 H 0.91 -2.60 -1.78  C2 1.076
11 H 0.56 2.10 0.59  C3 1.096
12 H 1.84 1.04 1.20  C3 1.096
13 H 0.19 -0.84 1.40  C4 1.092
14 H -0.29 0.55 2.42  C4 1.090
15 H -1.83 0.93 -1.38  C5 1.077
16 H -2.06 -0.40 0.96  N7 1.027
17 H -1.83 1.24 0.82  N7 1.026

natural (NBO) population analysis, charges in e, atoms 1 to 6: number 1, C, carries -0.014; number 2, C, carries -0.380; number 3, C, carries -0.279; number 4, C, carries -0.227; number 5, C, carries -0.441; number 6, N, carries -0.182

It comes down to model 2, which is 32.1 kcal/mol more stable than the next structure.

Model 1:
# C2H5N2S

The ion C2H5N2S with charge +1 (ωB97M-V/def2-TZVPD, OMol25).

For the gap between HOMO and LUMO, the calculation gives 9.5 eV. The calculation puts the HOMO energy at -13.9 eV. Its total charge is +1. As for the SMILES: C1=[NH+]SCN1. For the lowest unoccupied orbital energy, the calculation gives -4.34 eV.

Last columns: bonded neighbours and bond lengths (Å).
Element x y z (Å)
1 C 0.31 -0.75 0.76  N2 1.296, N5 1.299, H6 1.085
2 N -0.46 -1.41 -0.05  C1 1.296, S3 1.821, H7 0.998
3 S -0.88 -0.41 -1.51  N2 1.821, C4 1.854
4 C -0.25 1.08 -0.61  S3 1.854, N5 1.474, H8 1.079, H9 1.181
5 N 0.51 0.51 0.51  C1 1.299, C4 1.474, H10 1.020
6 H 0.81 -1.07 1.67  C1 1.085
7 H -0.46 -2.40 -0.02  N2 0.998
8 H -1.11 1.71 -0.39  C4 1.079
9 H 0.29 1.75 -1.42  C4 1.181
10 H 1.25 0.98 1.04  N5 1.020

natural (NBO) population analysis, charges in e, atoms 1 to 6: number 1, C, carries 0.369; number 2, N, carries -0.627; number 3, S, carries 0.480; number 4, C, carries -0.376; number 5, N, carries -0.525; number 6, H, carries 0.256

Model 2:
# C2H5N2S

A cluster of 2 separate species, C2H5N2S in total (ωB97M-V/def2-TZVPD, OMol25).

For the gap between HOMO and LUMO, the calculation gives 8.3 eV. The calculation puts the HOMO energy at -14.9 eV. Its total charge is +1. For the lowest unoccupied orbital energy, the calculation gives -6.60 eV.

Last columns: bonded neighbours and bond lengths (Å).
Element x y z (Å)
1 C 1.05 -0.64 0.13  C2 1.312, N3 1.220, S5 2.021
2 C 0.49 0.35 0.79  C1 1.312, S5 1.771, H6 1.101
3 N 1.14 -1.77 -0.31  C1 1.220, H7 0.940
4 N -1.41 0.55 -0.19  H8 1.027, H9 1.024, H10 1.015
5 S 1.73 1.25 -0.10  C1 2.021, C2 1.771
6 H -0.01 0.52 1.76  C2 1.101
7 H 1.73 -2.08 -0.98  N3 0.940
8 H -1.24 1.52 -0.48  N4 1.027
9 H -2.32 0.44 0.26  N4 1.024
10 H -1.16 -0.14 -0.89  N4 1.015

natural (NBO) population analysis, charges in e, atoms 1 to 6: number 1, C, carries 0.300; number 2, C, carries -0.189; number 3, N, carries -0.461; number 4, N, carries -0.897; number 5, S, carries 0.281; number 6, H, carries 0.300

It comes down to model 1, which is 60.2 kcal/mol more stable than the next structure.

Model 1:
# C15H17ClN4O2S

An isolated molecule of C15H17ClN4O2S (ωB97M-V/def2-TZVPD, OMol25).

For the gap between HOMO and LUMO, the calculation gives 9.0 eV. The calculation puts the HOMO energy at -8.6 eV. As for the SMILES: CCCc1nnc(NC(=O)CCC(=O)Nc2ccc(Cl)cc2)s1. For the lowest unoccupied orbital energy, the calculation gives 0.47 eV.

Last columns: bonded neighbours and bond lengths (Å).
Element x y z (Å)
1 C -0.60 3.51 -6.64  C2 1.597, H24 1.270, H25 1.059, H26 1.243
2 C -0.36 2.80 -5.23  C1 1.597, C3 1.366, H27 1.123, H28 1.035
3 C 0.66 3.56 -4.72  C2 1.366, C4 1.501, H29 1.216, H30 1.085
4 C 0.90 3.21 -3.28  C3 1.501, N5 1.178, S23 1.743
5 N 1.91 2.77 -2.87  C4 1.178, N6 1.413
6 N 2.14 2.08 -1.65  N5 1.413, C7 1.293
7 C 1.01 2.30 -1.06  N6 1.293, N8 1.466, S23 1.860
8 N 0.58 1.93 0.30  C7 1.466, C9 1.487, H31 1.037
9 C 1.52 1.33 1.28  N8 1.487, O10 1.099, C11 1.470
10 O 1.05 1.10 2.24  C9 1.099
11 C 2.55 0.50 0.62  C9 1.470, C12 1.255, H32 1.226, H33 1.201
12 C 2.32 -0.40 -0.22  C11 1.255, C13 1.675, H34 1.312, H35 1.004
13 C 0.85 -1.17 0.04  C12 1.675, O14 1.141, N15 1.520
14 O 0.01 -0.95 -0.70  C13 1.141
15 N 1.08 -1.93 1.33  C13 1.520, C16 1.393, H36 1.003
16 C -0.11 -2.33 1.94  N15 1.393, C17 1.334, C22 1.274
17 C 0.13 -2.96 3.08  C16 1.334, C18 1.370, H37 1.045
18 C -0.92 -3.33 3.88  C17 1.370, C19 1.361, H38 1.046
19 C -2.12 -3.60 3.30  C18 1.361, Cl20 1.720, C21 1.453
20 Cl -3.35 -4.46 4.15  C19 1.720
21 C -2.41 -3.01 2.01  C19 1.453, C22 1.565, H39 1.308
22 C -1.09 -2.72 1.22  C16 1.274, C21 1.565, H40 1.079
23 S -0.32 3.14 -2.03  C4 1.743, C7 1.860
24 H -1.00 4.71 -6.51  C1 1.270
25 H -1.26 2.93 -7.23  C1 1.059
26 H 0.47 3.63 -7.27  C1 1.243
27 H 0.07 1.76 -5.27  C2 1.123
28 H -1.28 2.86 -4.76  C2 1.035
29 H 1.83 3.74 -4.96  C3 1.216
30 H 0.48 4.61 -4.54  C3 1.085
31 H -0.38 2.23 0.54  N8 1.037
32 H 3.31 1.42 0.33  C11 1.226
33 H 3.22 0.20 1.57  C11 1.201
34 H 3.22 -1.36 -0.23  C12 1.312
35 H 2.39 -0.16 -1.19  C12 1.004
36 H 1.94 -1.83 1.84  N15 1.003
37 H 0.96 -2.80 3.69  C17 1.045
38 H -0.87 -3.79 4.83  C18 1.046
39 H -3.51 -3.34 1.38  C21 1.308
40 H -1.50 -2.26 0.33  C22 1.079

natural (NBO) population analysis, charges in e, atoms 1 to 6: number 1, C, carries -0.585; number 2, C, carries -0.440; number 3, C, carries -0.449; number 4, C, carries 0.119; number 5, N, carries -0.299; number 6, N, carries -0.348

Model 2:
# C15H17ClN4O2S

An isolated molecule of C15H17ClN4O2S (ωB97M-V/def2-TZVPD, OMol25).

For the gap between HOMO and LUMO, the calculation gives 8.9 eV. The calculation puts the HOMO energy at -8.4 eV. As for the SMILES: CCCc1nnc(NC(=O)CCC(=O)Nc2ccc(Cl)cc2)s1. For the lowest unoccupied orbital energy, the calculation gives 0.46 eV.

Last columns: bonded neighbours and bond lengths (Å).
Element x y z (Å)
1 C 5.81 -3.22 0.43  C2 1.522, H24 1.088, H25 1.087, H26 1.088
2 C 4.55 -2.39 0.23  C1 1.522, C3 1.534, H27 1.092, H28 1.093
3 C 4.89 -0.99 -0.30  C2 1.534, C4 1.479, H29 1.091, H30 1.093
4 C 3.67 -0.17 -0.47  C3 1.479, N5 1.279, S23 1.765
5 N 3.38 0.88 0.20  C4 1.279, N6 1.326
6 N 2.22 1.45 -0.11  N5 1.326, C7 1.289
7 C 1.58 0.83 -1.04  N6 1.289, N8 1.363, S23 1.762
8 N 0.38 1.19 -1.58  C7 1.363, C9 1.376, H31 1.014
9 C -0.53 2.14 -1.17  N8 1.376, O10 1.209, C11 1.510
10 O -1.53 2.31 -1.83  C9 1.209
11 C -0.23 2.89 0.11  C9 1.510, C12 1.543, H32 1.089, H33 1.091
12 C -0.38 1.95 1.32  C11 1.543, C13 1.524, H34 1.090, H35 1.089
13 C -1.31 0.79 1.00  C12 1.524, O14 1.212, N15 1.361
14 O -0.91 -0.35 0.90  C13 1.212
15 N -2.60 1.18 0.83  C13 1.361, C16 1.397, H36 1.011
16 C -3.70 0.42 0.42  N15 1.397, C17 1.394, C22 1.392
17 C -4.88 1.09 0.12  C16 1.394, C18 1.380, H37 1.080
18 C -6.00 0.39 -0.27  C17 1.380, C19 1.386, H38 1.078
19 C -5.95 -0.99 -0.37  C18 1.386, Cl20 1.729, C21 1.385
20 Cl -7.35 -1.87 -0.87  C19 1.729
21 C -4.78 -1.67 -0.08  C19 1.385, C22 1.382, H39 1.078
22 C -3.65 -0.97 0.32  C16 1.392, C21 1.382, H40 1.077
23 S 2.42 -0.59 -1.65  C4 1.765, C7 1.762
24 H 6.35 -3.33 -0.51  C1 1.088
25 H 5.56 -4.21 0.80  C1 1.087
26 H 6.48 -2.74 1.14  C1 1.088
27 H 4.02 -2.29 1.18  C2 1.092
28 H 3.89 -2.89 -0.48  C2 1.093
29 H 5.54 -0.47 0.41  C3 1.091
30 H 5.41 -1.08 -1.25  C3 1.093
31 H 0.07 0.64 -2.38  N8 1.014
32 H 0.79 3.28 0.07  C11 1.089
33 H -0.94 3.72 0.16  C11 1.091
34 H -0.75 2.51 2.18  C12 1.090
35 H 0.59 1.53 1.58  C12 1.089
36 H -2.78 2.17 0.87  N15 1.011
37 H -4.92 2.16 0.19  C17 1.080
38 H -6.92 0.91 -0.51  C18 1.078
39 H -4.74 -2.75 -0.16  C21 1.078
40 H -2.74 -1.50 0.55  C22 1.077

natural (NBO) population analysis, charges in e, atoms 1 to 6: number 1, C, carries -0.603; number 2, C, carries -0.381; number 3, C, carries -0.455; number 4, C, carries 0.084; number 5, N, carries -0.250; number 6, N, carries -0.339

It comes down to model 2, which is 296.9 kcal/mol more stable than the next structure.